{
  "formula": "C8H19CdNO12S3",
  "method": "ωB97M-V with the def2-TZVPD basis set",
  "total_charge": -2,
  "de_lowest_kj_mol": 302.2,
  "orbital_gap_ev": 3.6,
  "species": ["O", "H", "O", "H", "S", "S", "O", "H", "H", "C", "O", "O", "O", "H", "N", "H", "O", "C", "C", "H", "H", "Cd", "C", "C", "H", "C", "H", "H", "H", "H", "H", "S", "O", "C", "H", "O", "O", "H", "H", "O", "H", "H", "C", "O"],
  "xyz": [[-1.8981, 4.7359, -1.2602], [2.5173, 4.3471, 2.0649], [4.5124, -1.5123, -2.0348], [-0.5430, -2.3154, -3.9963], [3.7648, -0.2690, -2.1585], [1.1180, 2.2106, 3.4807], [2.6227, -0.2781, -3.0532], [-1.2886, -4.0847, -1.9278], [-3.0155, -1.5336, 1.3350], [-0.8845, -3.0738, -1.8730], [2.6322, 2.7383, 3.1912], [1.1830, 1.2593, 4.6348], [0.4761, 1.7869, 2.2373], [0.6300, -4.0831, 1.5226], [-1.3131, -2.2369, -0.7324], [-1.6079, -3.1396, 1.2376], [3.1267, 0.0825, -0.8894], [-2.8150, -2.0876, -0.7716], [2.7105, 4.1315, 3.1157], [-3.1037, -1.5421, -1.6700], [-4.4571, -1.4160, 0.3125], [0.2513, 0.5515, -1.4261], [-3.3848, -1.2254, 0.3569], [0.4613, -3.2695, 0.8171], [1.4181, 5.6132, 3.8620], [-1.2976, -2.5269, -3.2388], [2.0076, 4.3399, 5.0823], [1.2066, -3.4078, 0.0339], [3.7296, 4.3837, 3.4090], [0.5252, -2.3213, 1.3508], [-3.1976, -0.1517, 0.3659], [-1.1902, 3.8137, -2.1046], [4.8260, 0.5733, -2.5619], [-1.0231, -3.2700, 0.3271], [-1.4027, -4.2639, 0.0899], [0.5717, 3.7675, 3.8923], [-1.0795, 4.3240, -3.4597], [0.2002, -3.1759, -1.9056], [-1.8803, -3.3154, -3.7150], [-1.7487, 2.4889, -2.1527], [-3.2743, -3.0662, -0.9114], [-1.8305, -1.5868, -3.3810], [1.6552, 4.5712, 4.0771], [0.0896, 3.4340, -1.5725]],
  "forces_ev_per_a": [[-1.245, 0.834, 1.322], [-0.037, 0.755, 0.052], [-1.188, -3.252, 0.678], [0.954, -0.441, 0.502], [1.906, -2.161, -0.025], [0.205, -1.434, -0.094], [-2.991, -0.300, -2.652], [-0.230, -0.117, 0.962], [-0.169, -0.333, 0.104], [0.469, 1.583, -2.446], [-0.987, -2.608, 0.703], [-0.410, 3.049, -2.927], [1.016, 0.978, 2.805], [-0.206, -0.001, 0.151], [-0.718, -2.664, 0.468], [-0.097, 0.928, 0.099], [-2.133, 1.241, 3.825], [1.009, 1.593, -0.519], [0.436, -0.051, -0.993], [0.380, -0.084, -0.252], [-0.147, 0.329, 0.311], [1.567, 2.076, -0.921], [-0.016, -0.988, 0.630], [-1.277, -0.009, -0.357], [-0.338, -0.040, 0.500], [-0.166, 0.184, -1.811], [0.323, 0.846, 0.335], [-0.072, 0.483, -0.010], [-0.163, 0.264, -0.042], [0.784, -0.034, -0.148], [0.120, -0.052, -0.852], [1.677, 2.311, -1.466], [1.488, 4.668, -1.272], [0.684, 0.462, 2.012], [0.275, -0.186, -0.924], [-1.752, -3.267, -1.052], [-0.197, 0.568, -1.107], [-0.011, 0.106, 0.495], [-0.432, 0.266, -0.189], [-4.196, -6.487, -0.284], [-0.174, -0.290, 0.594], [-0.536, -0.007, 0.960], [1.614, 1.352, 0.575], [4.980, -0.069, 2.258]],
  "nbo_charge": [-1.066, 0.223, -1.104, 0.241, 2.611, 2.424, -1.130, 0.168, 0.198, -0.254, -0.663, -0.873, -0.840, 0.200, -0.444, 0.188, -1.104, -0.235, -0.102, 0.213, 0.206, 1.561, -0.623, -0.616, 0.212, -0.664, 0.170, 0.231, 0.203, 0.221, 0.241, 2.621, -1.073, -0.234, 0.167, -0.648, -1.073, 0.234, 0.197, -1.118, 0.169, 0.226, -0.105, -1.155]
}

=====

{
  "formula": "C5H22N2O6",
  "method": "ωB97M-V with the def2-TZVPD basis set",
  "total_charge": -1,
  "multiplicity": 2,
  "de_lowest_kj_mol": 599.4,
  "orbital_gap_ev": [3.2, 9.2],
  "species": ["O", "H", "O", "H", "C", "O", "H", "C", "H", "O", "N", "H", "H", "H", "C", "H", "H", "H", "H", "H", "H", "H", "O", "N", "O", "H", "H", "C", "H", "H", "H", "H", "H", "C", "H"],
  "xyz": [[4.2000, 0.1290, 1.0956], [3.7084, -0.6230, 0.8374], [-3.6733, -1.1089, 1.6093], [1.3889, 1.0601, -2.4021], [-0.4956, -1.2705, -0.0441], [1.4891, 1.7373, -3.1904], [-3.4758, -0.8985, 2.4631], [-0.1743, -1.3421, 2.9064], [0.6177, 0.4014, 2.2295], [2.5204, -0.5523, -2.4007], [-2.1488, -1.8111, -1.9776], [3.4476, -0.4604, -2.3533], [-0.6831, -2.3826, 0.0906], [-0.2355, -1.1463, 4.0140], [-0.8802, -1.0934, -1.6916], [0.5354, 4.4675, 0.1306], [2.1402, -0.2530, -1.5386], [-1.3159, 2.0508, 0.6516], [-3.1815, -0.6059, 0.9595], [3.5553, 0.7889, 1.2886], [-1.3239, 1.0141, -1.0699], [-0.9750, -0.2061, -2.1568], [0.6842, 3.8038, 0.6685], [-1.1238, -0.1724, 0.9031], [0.1651, -2.4224, 2.5111], [0.6028, -1.2273, 0.1423], [-0.0839, -1.7425, -2.1868], [-0.4518, -0.0104, 2.1921], [1.2656, 3.1826, 0.0696], [-1.9872, -2.8244, -2.1429], [0.5711, 1.9682, -3.3653], [-0.0519, 1.3425, 0.1448], [-2.7473, -1.6108, -1.2694], [-0.9215, 1.0890, 0.0001], [-0.9617, 0.7290, 2.8815]],
  "forces_ev_per_a": [[2.090, 0.358, 0.339], [-1.019, -1.330, -0.527], [-2.367, -1.836, -3.490], [0.576, 1.997, -2.404], [0.474, 0.542, -1.198], [-0.762, -1.351, 2.032], [1.287, 1.277, 3.113], [-0.582, 1.293, 1.478], [-0.614, -0.153, -0.848], [-2.164, -0.775, 0.336], [2.663, -0.914, -2.763], [1.689, 0.408, 0.423], [-0.655, 1.572, 0.557], [0.187, -0.287, -0.198], [1.080, -6.097, 2.807], [-1.339, 5.529, -4.197], [0.822, -0.385, -0.184], [-0.208, -2.204, -1.768], [0.882, 0.371, 0.661], [-1.051, 0.992, 0.121], [0.605, 0.470, 2.419], [0.440, 2.951, -1.087], [2.700, -6.758, 2.539], [0.537, 0.087, -3.604], [-0.132, 0.170, -0.529], [-0.425, 0.332, -0.589], [-0.667, 1.308, 0.508], [0.673, -0.678, 0.056], [-1.254, 1.222, 1.682], [-0.448, 1.254, 0.696], [-0.087, 0.222, -0.114], [9.731, 2.109, -0.040], [-2.468, -0.010, 2.378], [-10.197, -0.617, 2.204], [0.001, -1.069, -0.810]],
  "nbo_charge": [-1.044, 0.434, -0.968, 0.437, -0.289, -0.986, 0.461, 0.440, 0.186, -1.012, -0.852, 0.469, 0.220, 0.076, -0.231, 0.443, 0.376, 0.196, 0.500, 0.388, 0.210, 0.175, -1.013, -0.496, -0.535, 0.164, 0.209, -0.382, 0.393, 0.358, 0.443, 0.126, 0.348, -0.457, 0.215]
}

=====

{
  "formula": "C27H52BBrFO12P",
  "method": "ωB97M-V with the def2-TZVPD basis set",
  "smiles": "CCP(C)[C@H]1[C@H](C[C@@H](C)F)OC(=O)[C@]1(Br)CB(O)O.CCOC(C)=O.CCOC(C)=O.CCOC(C)=O.CCOC(C)=O",
  "orbital_gap_ev": 8.2,
  "species": ["H", "H", "H", "H", "C", "H", "C", "H", "H", "H", "H", "O", "C", "H", "C", "H", "C", "C", "H", "H", "O", "H", "C", "H", "H", "H", "H", "O", "O", "H", "C", "C", "H", "H", "H", "H", "H", "C", "O", "O", "H", "B", "C", "O", "H", "H", "C", "H", "H", "H", "C", "O", "C", "H", "H", "C", "H", "H", "Br", "F", "C", "H", "H", "H", "O", "H", "H", "C", "C", "H", "H", "O", "C", "H", "H", "C", "H", "H", "H", "C", "C", "C", "H", "C", "H", "O", "H", "H", "H", "H", "C", "P", "C", "C", "O"],
  "xyz": [[-1.8577, -5.8059, -3.4748], [-2.3421, -3.2756, 0.8688], [-1.3655, 7.7886, 7.3704], [-7.1202, -9.8107, -7.1242], [-2.5140, -6.2912, -1.4854], [-8.0017, -8.6453, -6.1214], [4.8693, 1.3196, 2.2064], [3.1812, -3.7557, 1.5788], [-4.9491, -8.9802, -6.1716], [-1.8456, 4.2912, 5.2339], [-0.4441, 6.4394, 8.0578], [-1.2952, -5.8750, -0.8512], [2.3373, 7.7958, -4.9726], [4.1247, 6.7230, -5.3437], [3.1616, -2.7492, 2.0149], [-0.3526, 6.5628, -3.6462], [2.6738, 0.0329, 1.2094], [3.2217, 2.4266, 3.9249], [-1.4770, 2.8429, 1.1707], [0.7269, 7.7457, -1.7458], [-0.8979, 3.5882, 0.9675], [2.2196, 6.8611, -2.0146], [0.7328, 6.6048, -3.5688], [3.4295, 2.8281, 4.9168], [1.0507, -2.7345, -0.0653], [-4.7760, -10.0099, -4.4352], [-3.3221, -4.1925, -0.2557], [0.9191, 3.7775, 4.6859], [-0.2065, -4.5784, 0.5446], [-3.3657, -6.1433, -0.8220], [1.2679, 2.2072, 1.2165], [-2.7167, -5.6242, -2.8259], [5.1679, 1.6935, 4.2462], [-6.0019, -9.9780, -3.1503], [0.3023, 2.9130, -1.5688], [0.8655, 7.5998, 6.2969], [3.3235, 3.2631, 3.2316], [-1.2154, 4.8140, 4.5147], [-5.2601, -7.2324, -2.8338], [0.7228, 5.6647, 5.7763], [1.1118, 5.6641, -3.9703], [0.2769, 3.1298, 0.3754], [-2.3322, -3.7705, -0.0995], [2.5297, 8.6543, -5.7894], [-4.3106, -9.5948, -2.7967], [-2.4077, -7.3664, -1.6189], [-5.1032, -9.4970, -3.5342], [4.6355, 0.2186, 0.4839], [5.3646, 2.2625, 1.9541], [2.1153, 2.8291, 1.5103], [1.9668, -2.4376, -0.5723], [3.7168, 1.8982, -0.0109], [2.6257, 1.4470, -0.6882], [-2.8210, -4.5427, -2.7270], [4.0836, -2.6514, 2.5895], [3.4426, 6.8732, -4.5109], [-3.6121, -6.0144, -3.3013], [2.4289, -3.2998, -1.0533], [-0.0308, 0.1974, -0.1044], [3.9466, 0.1192, 4.0668], [-0.9329, 6.8108, 7.1573], [2.2203, 2.0170, 3.9036], [0.7437, 1.9133, 2.1293], [3.9822, 7.3527, -3.6954], [2.4633, 1.4803, -1.8729], [1.7200, -1.7118, -1.3516], [3.0999, 5.8932, -4.1879], [1.7100, 0.9524, 0.4257], [0.2189, 4.7149, 4.9663], [-5.8554, -7.6841, -6.9166], [-1.7430, 6.1219, 6.9176], [0.5735, 3.5591, -0.9054], [-5.3848, -8.0262, -3.7294], [-2.1264, -3.0301, -0.8722], [0.7685, 5.9870, -1.5117], [-1.2124, -4.7783, -0.0853], [1.8045, -3.5626, 3.4736], [0.9943, -2.5773, 2.2802], [-1.2986, 4.3246, 3.5480], [-5.8674, -8.3969, -6.0941], [0.0669, 6.9118, 6.0244], [-7.1061, -9.2631, -6.1818], [1.9839, -1.8297, 3.6059], [4.3150, 1.4033, 3.6187], [5.6666, 0.5707, 2.2440], [1.1212, 7.7039, -4.4006], [2.2247, -0.0388, 2.2001], [-7.1512, -9.9841, -5.3653], [-0.3832, 7.3005, 5.1102], [-1.5737, 5.8332, 4.3945], [3.9771, 0.8962, 1.0307], [3.2052, -1.6557, 0.5321], [1.1359, 6.8086, -2.1254], [1.9005, -2.6439, 2.8842], [-5.8594, -7.5931, -4.9090]],
  "forces_ev_per_a": [[0.018, -0.046, 0.047], [0.143, 0.098, -0.052], [0.016, 0.010, -0.003], [0.009, 0.014, -0.011], [-0.195, 0.006, -0.185], [0.013, 0.024, -0.059], [-0.557, 0.054, -0.067], [0.125, 0.096, -0.055], [-0.007, -0.013, 0.061], [0.004, 0.023, 0.028], [0.032, 0.055, 0.004], [0.095, -0.223, 0.146], [0.204, 0.059, 0.124], [0.048, 0.163, 0.017], [-0.742, -0.143, -0.158], [0.002, 0.085, -0.072], [-0.929, 0.631, -0.261], [0.873, -0.311, 0.044], [0.136, 0.155, 0.431], [-0.066, -0.013, -0.042], [-0.005, -0.206, -0.500], [0.005, -0.081, -0.016], [-0.018, -0.111, 0.205], [-0.395, -0.049, 0.008], [-0.004, -0.123, -0.100], [-0.152, -0.028, -0.023], [0.046, 0.001, -0.190], [-0.282, 0.230, 0.046], [-0.001, -0.160, 0.036], [0.012, 0.037, 0.001], [-0.437, 0.056, -0.044], [0.249, 0.234, -0.137], [0.025, -0.260, -0.101], [-0.019, -0.003, -0.016], [0.250, 0.113, -0.140], [0.072, -0.076, -0.018], [-0.224, -0.027, 0.010], [0.018, 0.163, -0.351], [-0.179, -0.173, -0.030], [0.236, 0.084, -0.064], [0.046, 0.021, 0.003], [-0.281, 0.029, 0.097], [-0.344, -0.073, 0.345], [-0.056, -0.007, 0.007], [-0.111, 0.048, 0.117], [0.093, 0.002, 0.060], [0.391, 0.014, -0.136], [-0.007, 0.106, 0.022], [-0.138, 0.004, 0.049], [0.105, -0.178, -0.014], [-0.549, 0.644, 0.271], [-0.031, -0.214, -0.049], [-0.508, 0.191, -0.307], [-0.054, -0.013, 0.035], [-0.097, 0.182, 0.037], [-0.087, -0.306, -0.257], [0.081, 0.120, 0.044], [0.113, 0.009, 0.179], [0.399, -0.279, -0.265], [-0.115, 0.164, -0.233], [-0.038, -0.154, 0.003], [0.016, -0.005, -0.119], [0.190, -0.128, 0.008], [-0.014, -0.002, 0.026], [0.199, 0.168, 0.530], [0.037, -0.143, -0.031], [-0.001, 0.066, 0.147], [-0.129, 0.211, 0.134], [-0.085, -0.152, 0.123], [0.007, 0.085, 0.073], [-0.032, 0.052, -0.038], [-0.066, -0.042, 0.280], [-0.231, -0.193, 0.179], [-0.007, -0.014, -0.029], [-0.003, -0.033, -0.030], [0.084, 0.228, -0.115], [-0.052, 0.107, -0.002], [0.035, 0.194, 0.033], [0.039, -0.131, 0.023], [-0.100, -0.164, -0.156], [-0.145, 0.130, 0.111], [-0.045, -0.012, 0.160], [-0.184, 0.137, -0.196], [0.355, 0.659, 0.335], [-0.045, 0.068, 0.027], [-0.176, 0.015, -0.174], [0.618, -0.045, 0.215], [0.045, -0.042, -0.038], [-0.023, -0.053, -0.009], [-0.043, -0.011, 0.146], [0.950, -1.057, -0.151], [0.896, -0.403, -0.335], [0.123, 0.135, 0.079], [0.423, -0.498, 0.344], [0.137, 0.222, -0.075]],
  "mulliken_charge": [0.309, 0.324, 0.355, 0.357, -0.297, 0.302, -1.435, 0.497, 0.354, 0.268, 0.297, -0.367, 0.718, 0.302, -0.660, 0.343, 0.928, -1.165, 0.312, 0.334, -0.444, 0.221, -0.501, 0.521, 0.082, 0.356, 0.379, -0.502, -0.527, 0.358, -1.222, -0.697, 0.350, 0.285, 0.269, 0.303, 0.254, -0.696, -0.579, -0.382, 0.359, 0.581, -0.957, -0.562, 0.266, 0.211, -1.061, 0.774, 0.380, -0.156, -0.931, -0.408, 0.588, 0.213, 0.451, -0.877, 0.141, 0.443, -0.003, -0.361, -0.952, 0.191, 0.141, 0.232, -0.619, 0.360, 0.310, 0.685, 0.702, 0.319, 0.274, -0.646, 0.866, 0.224, 0.039, 0.716, 0.400, 0.225, 0.045, -0.404, -0.408, -0.973, 0.284, 0.356, 0.412, -0.381, 0.383, 0.274, 0.365, 0.332, -0.353, -0.383, -0.545, -1.108, -0.360]
}